Record 1
# C24H42ClFGaN8

C24H42ClFGaN8 as an isolated structure (wB97M-V/def2-TZVPD, the OMol25 dataset).

Properties
LUMO level, eV: 1.75
Orbital gap, eV: 6.10
HOMO level, eV: -4.356
Total charge: -1

```
77
Properties=species:S:1:pos:R:3:forces:R:3
C 5.470 -1.067 0.838 0.07 -0.32 0.03
C 4.112 -1.219 0.159 0.52 1.04 0.57
C 3.250 0.027 0.326 -0.80 -0.74 -0.28
Cl 3.014 0.344 2.128 0.12 0.22 -0.16
Ga 1.372 -0.122 -0.606 0.25 0.10 0.20
C 1.381 -1.726 -1.887 0.27 0.07 0.68
C 0.760 -3.030 -1.342 0.02 0.60 -1.14
C -0.037 -0.223 0.863 -0.15 -0.45 -0.96
C -1.395 -0.766 0.441 0.57 -0.39 1.73
C -2.138 -1.335 1.655 -0.05 0.50 -0.30
F -2.173 0.313 -0.024 -0.55 0.43 -0.77
H 5.990 -0.183 0.483 0.12 0.16 -0.17
H 5.357 -0.962 1.908 -0.09 0.08 0.34
H 6.103 -1.935 0.676 0.18 -0.16 -0.17
H 3.611 -2.086 0.572 -0.25 -0.32 -0.17
H 4.297 -1.328 -0.904 -0.25 -0.32 -0.14
H 3.785 0.882 -0.071 0.19 0.32 0.19
H 1.271 1.235 -1.510 -0.08 0.10 -0.11
H 2.428 -1.939 -2.101 0.27 0.10 -0.08
H 0.949 -1.419 -2.836 -0.26 -0.11 -0.18
H -0.283 -3.064 -1.642 -0.40 -0.09 0.29
H 0.837 -3.116 -0.269 -0.01 -0.15 0.37
H 1.216 -3.888 -1.829 0.14 -0.38 0.18
H 0.301 -0.806 1.712 0.28 -0.24 0.10
H -0.218 0.782 1.234 0.10 -0.69 0.21
H -1.333 -1.529 -0.324 -0.20 0.12 -0.58
H -3.201 -1.109 1.625 -0.25 -0.22 -0.23
H -1.977 -2.400 1.745 0.07 -0.29 0.10
H -1.743 -0.839 2.529 0.09 -0.01 0.46
C 1.521 0.813 5.950 -0.04 -0.20 -0.04
C 1.035 -0.271 5.101 0.35 0.77 0.41
N 0.648 -1.065 4.380 -0.39 -0.79 -0.34
H 0.786 1.612 5.967 0.04 0.06 0.05
H 1.685 0.457 6.966 0.00 0.00 0.01
H 2.455 1.204 5.552 0.00 0.02 -0.04
C -5.347 1.255 0.329 -0.10 0.01 0.06
C -5.735 0.154 1.206 0.30 0.63 -0.52
N -6.038 -0.712 1.886 -0.30 -0.59 0.43
H -5.223 0.887 -0.687 0.08 -0.03 -0.01
H -6.120 2.023 0.341 0.01 0.03 0.03
H -4.405 1.687 0.663 0.05 -0.10 0.01
C -4.331 -4.884 1.146 0.12 0.04 -0.01
C -2.881 -5.064 1.157 -0.83 0.14 -0.01
N -1.747 -5.189 1.170 0.77 -0.19 0.00
H -4.761 -5.302 2.054 -0.02 0.01 0.01
H -4.566 -3.822 1.097 -0.01 0.02 0.03
H -4.758 -5.388 0.282 -0.02 0.00 -0.01
C 0.032 4.179 3.499 0.10 -0.10 0.38
C 0.681 4.167 4.808 -0.34 0.20 -0.86
N 1.224 4.156 5.814 0.30 0.01 0.78
H 0.256 3.251 2.973 0.00 0.10 0.01
H -1.046 4.268 3.621 -0.01 -0.02 -0.01
H 0.398 5.017 2.910 0.04 -0.03 -0.01
C -9.426 2.340 -1.367 0.06 0.07 0.07
C -8.676 3.327 -0.594 -0.78 -1.01 -0.80
N -8.092 4.095 0.007 0.76 0.95 0.75
H -10.177 1.872 -0.734 -0.01 -0.02 0.00
H -9.918 2.828 -2.206 -0.01 -0.01 -0.01
H -8.749 1.576 -1.743 -0.01 -0.02 -0.01
C 3.872 -0.007 -4.300 -0.12 0.05 0.40
C 4.746 -0.935 -3.585 -0.69 0.71 -0.60
N 5.440 -1.654 -3.036 0.78 -0.62 0.29
H 3.058 -0.554 -4.770 -0.01 -0.03 0.02
H 3.454 0.720 -3.603 -0.07 -0.12 0.09
H 4.440 0.508 -5.062 0.02 0.06 -0.10
C -1.847 3.450 -0.754 0.11 -0.11 0.09
C -0.893 2.969 0.242 -0.60 0.41 -0.69
N -0.155 2.585 1.023 0.38 0.92 0.32
H -2.567 2.666 -0.977 0.05 -0.11 -0.01
H -2.373 4.322 -0.372 -0.01 0.05 0.01
H -1.319 3.719 -1.666 0.03 -0.03 -0.03
C 7.820 -0.641 -6.063 -0.07 -0.05 -0.05
C 6.471 -0.505 -6.605 0.75 -0.12 0.37
N 5.402 -0.400 -6.992 -0.58 0.06 -0.50
H 8.172 0.325 -5.708 0.01 0.01 0.02
H 7.806 -1.344 -5.232 -0.04 0.01 0.03
H 8.492 -1.007 -6.836 0.02 0.00 0.00
```
Positions in Å, forces in eV/Å.


Record 2
# C16H34F4N8O19

A 9-piece molecular cluster, C16H34F4N8O19 overall (wB97M-V/def2-TZVPD, the OMol25 dataset).

Properties
LUMO level, eV: -0.23
Orbital gap, eV: 10.79
HOMO level, eV: -11.020
SMILES: C[C@@H](CC(=O)F)OC(=O)CCC(F)(F)F.C[N+](=O)[O-].C[N+](=O)[O-].C[N+](=O)[O-].C[N+](=O)[O-].C[N+](=O)[O-].C[N+](=O)[O-].C[N+](=O)[O-].C[N+](=O)[O-]

```
81
Properties=species:S:1:pos:R:3:forces:R:3
C 1.748 -1.289 -0.467 -0.01 0.17 0.02
C 0.809 -0.258 0.148 0.46 -0.29 -0.14
C 0.229 0.724 -0.871 0.11 0.13 -0.08
C 0.347 2.148 -0.439 -0.04 0.17 0.38
O 0.893 2.612 0.508 -0.16 -0.12 -0.27
F -0.290 2.964 -1.306 -0.04 0.06 -0.07
O -0.256 -0.819 0.947 -0.44 0.34 -0.05
C -1.222 -1.529 0.321 0.41 -0.40 0.03
O -0.988 -2.461 -0.410 -0.12 0.35 -0.02
C -2.613 -1.038 0.628 -0.10 0.15 0.23
C -3.373 -0.790 -0.685 -0.14 -0.12 0.14
C -4.018 0.569 -0.787 -0.02 0.16 -0.35
F -5.187 0.655 -0.144 0.01 -0.05 0.15
F -4.257 0.866 -2.086 -0.11 -0.04 0.08
F -3.237 1.567 -0.322 0.14 -0.04 0.01
H 1.875 -2.127 0.211 -0.02 -0.04 -0.05
H 1.414 -1.640 -1.442 -0.09 -0.11 0.08
H 2.723 -0.818 -0.606 -0.01 0.02 -0.07
H 1.375 0.324 0.869 -0.08 -0.06 0.17
H 0.735 0.657 -1.836 0.08 -0.03 0.02
H -0.825 0.549 -1.094 -0.03 -0.07 0.04
H -2.548 -0.139 1.237 -0.01 0.02 -0.03
H -3.132 -1.781 1.232 0.04 -0.10 -0.05
H -2.722 -0.886 -1.552 0.07 -0.03 0.00
H -4.169 -1.522 -0.808 -0.01 0.01 -0.13
C -2.107 3.894 3.010 -0.07 -0.05 -0.07
N -2.132 2.406 3.081 -0.02 0.05 0.00
O -3.048 1.814 2.544 0.02 0.07 0.03
O -1.222 1.872 3.679 0.07 -0.06 0.04
H -2.975 4.220 2.452 0.00 -0.01 0.00
H -2.117 4.263 4.032 0.07 0.02 0.00
H -1.178 4.179 2.523 -0.05 0.01 0.08
C 0.280 -0.202 -5.442 -0.04 0.07 0.02
N 1.433 -0.606 -4.593 0.01 0.09 -0.04
O 1.759 0.132 -3.678 0.02 0.00 -0.07
O 1.987 -1.644 -4.868 0.02 -0.14 0.10
H -0.102 0.742 -5.073 0.00 -0.01 0.01
H 0.652 -0.123 -6.459 0.00 -0.04 0.00
H -0.459 -0.995 -5.372 0.01 -0.02 -0.03
C 4.663 -1.709 -7.293 0.09 0.00 -0.05
N 3.716 -0.898 -8.109 0.02 -0.04 0.06
O 4.119 -0.403 -9.136 0.01 -0.01 0.00
O 2.586 -0.794 -7.674 -0.07 0.10 -0.09
H 5.622 -1.715 -7.795 -0.01 0.01 -0.01
H 4.717 -1.247 -6.312 -0.04 -0.02 0.02
H 4.240 -2.705 -7.209 -0.03 0.01 0.03
C 1.769 5.081 2.543 0.07 0.00 -0.02
N 1.103 6.410 2.578 0.10 0.05 -0.05
O 1.758 7.390 2.305 -0.05 -0.05 0.03
O -0.077 6.415 2.876 -0.07 0.02 0.00
H 2.805 5.218 2.259 0.00 0.05 0.01
H 1.675 4.650 3.535 -0.03 -0.02 0.01
H 1.237 4.476 1.815 0.02 -0.05 0.02
C -3.348 4.367 -2.581 -0.03 -0.16 0.07
N -3.049 4.318 -4.039 0.03 0.02 0.03
O -3.003 3.227 -4.571 0.03 -0.03 -0.01
O -2.867 5.378 -4.597 -0.01 0.01 -0.02
H -3.491 3.352 -2.232 0.01 0.01 -0.01
H -2.501 4.841 -2.094 -0.01 0.05 -0.02
H -4.245 4.964 -2.451 0.03 0.07 -0.02
C -0.753 1.720 6.945 0.03 -0.12 0.04
N -0.715 2.925 7.818 -0.01 0.00 -0.02
O -0.419 2.780 8.983 0.01 0.00 0.00
O -0.990 3.983 7.289 -0.01 0.03 -0.02
H -0.497 0.851 7.540 0.01 0.03 0.05
H -1.759 1.648 6.544 0.01 0.02 -0.05
H -0.045 1.881 6.139 -0.05 0.02 -0.04
C 0.425 -5.367 -0.305 -0.02 -0.12 -0.01
N 1.695 -5.457 0.466 0.03 -0.03 0.02
O 2.082 -6.559 0.804 -0.07 -0.01 -0.04
O 2.268 -4.419 0.714 0.01 -0.02 0.03
H 0.043 -6.371 -0.443 0.03 -0.01 0.00
H -0.256 -4.743 0.265 0.02 0.08 -0.04
H 0.654 -4.885 -1.250 -0.01 0.07 0.02
C 2.161 -7.598 3.644 0.01 0.07 0.07
N 2.685 -8.130 4.933 -0.01 -0.01 0.01
O 2.771 -7.367 5.872 0.00 0.02 0.00
O 2.993 -9.304 4.955 0.00 -0.01 -0.01
H 1.934 -6.548 3.779 0.01 0.00 0.01
H 2.927 -7.744 2.892 0.00 -0.04 -0.01
H 1.277 -8.177 3.397 0.02 -0.03 -0.04
```
Positions in Å, forces in eV/Å.


Record 3
# H30O15

A 15-piece molecular cluster, H30O15 overall (wB97M-V/def2-TZVPD, the OMol25 dataset).

Properties
LUMO level, eV: -0.10
Orbital gap, eV: 9.30
Energy above the lowest of the compared OMol25 structures with the same formula, charge and spin, kcal/mol: 41.6
HOMO level, eV: -9.399

```
45
Properties=species:S:1:pos:R:3:forces:R:3
O -1.411 1.687 -2.156 -0.47 0.76 -0.90
H -1.681 1.571 -1.253 0.31 -0.53 1.58
H -2.147 2.238 -2.422 -0.02 0.34 -0.92
O -2.133 -0.646 2.184 -0.20 0.22 0.42
H -2.261 -1.521 1.822 0.33 -0.49 -0.55
H -2.914 -0.560 2.737 -0.15 0.12 0.18
O 3.159 0.906 1.363 -0.35 -0.15 0.23
H 3.430 0.235 0.720 0.67 -0.11 0.44
H 3.895 1.243 1.879 0.27 -0.21 -0.28
O -3.311 -0.513 -0.435 -0.86 0.60 -0.98
H -2.660 -1.026 -0.939 0.44 -0.62 0.52
H -3.705 -0.043 -1.189 -0.26 0.16 0.59
O 2.013 1.986 -3.439 -0.71 -0.18 0.07
H 2.127 1.558 -2.583 -0.50 0.01 0.26
H 2.898 2.154 -3.703 1.16 0.35 -0.61
O 3.070 -1.680 -0.104 0.64 -0.47 1.03
H 3.704 -2.422 -0.055 -0.20 0.50 -0.42
H 2.776 -1.648 0.828 -0.29 0.24 -0.34
O -0.291 -0.534 -2.953 0.04 -1.57 0.71
H -0.565 -1.128 -2.221 0.52 0.26 -0.99
H -0.833 0.218 -2.726 -0.11 1.02 -0.36
O 1.727 1.537 -0.716 1.37 -2.00 -2.41
H 2.380 1.377 -0.046 0.18 0.70 0.92
H 1.079 2.105 -0.409 -1.86 2.17 1.26
O -1.733 -2.359 -1.173 -1.43 -0.07 0.03
H -0.832 -2.596 -1.067 1.99 -0.45 0.28
H -2.132 -3.126 -1.576 -0.30 -0.25 -0.27
O 0.940 -3.035 -1.301 -0.34 -1.01 -0.23
H 1.520 -3.701 -1.701 -0.29 0.48 0.14
H 1.489 -2.312 -1.001 0.50 0.39 0.02
O -1.578 1.817 3.461 -1.79 1.86 1.02
H -1.409 1.024 3.030 1.53 -2.77 -1.20
H -2.535 1.790 3.296 0.09 0.86 0.50
O 0.523 2.785 1.988 -1.38 0.60 -0.01
H -0.395 2.639 2.352 1.34 0.25 -0.42
H 0.997 2.004 2.237 0.53 -0.72 0.23
O 0.840 -2.139 2.088 1.06 -0.52 -0.61
H 0.634 -1.520 1.336 0.18 -0.50 0.35
H 1.489 -2.804 1.745 -1.26 0.76 0.37
O 0.180 -0.439 0.099 -1.03 -1.55 0.87
H -0.507 0.079 0.522 -0.04 0.11 0.07
H 0.713 0.203 -0.347 1.06 1.05 -0.96
O -1.847 1.580 0.417 -0.59 0.31 0.88
H -2.235 0.752 0.783 -0.24 0.39 -0.48
H -2.482 2.285 0.631 0.43 -0.33 -0.02
```
Positions in Å, forces in eV/Å.


Record 4
# C6H9NO2

A 2-piece molecular cluster, C6H9NO2 overall (wB97M-V/def2-TZVPD, the OMol25 dataset).

Properties
LUMO level, eV: 0.16
Orbital gap, eV: 8.86
Energy above the lowest of the compared OMol25 structures with the same formula, charge and spin, kcal/mol: 78.5
HOMO level, eV: -8.703
SMILES: [H]/N=C(/C)C(=C)O.C#CO

```
18
Properties=species:S:1:pos:R:3:forces:R:3
C -0.296 0.894 -1.391 0.05 0.09 -0.12
C 3.527 -0.083 0.171 -0.09 -0.02 -0.11
C -1.996 -0.101 0.179 -0.45 -0.49 0.83
C -0.609 -0.123 -0.349 0.03 0.15 -0.27
C 4.180 0.435 1.030 -0.23 -0.20 -0.30
C -2.359 -0.700 1.315 0.11 0.15 -0.25
O 2.866 -0.632 -0.799 0.40 -0.01 -0.27
O -2.858 0.610 -0.595 0.04 0.13 -0.24
N 0.293 -0.931 0.018 0.42 -0.20 0.04
H 1.928 -0.800 -0.532 -0.47 -0.06 0.25
H -3.738 0.606 -0.199 0.12 -0.02 0.01
H 0.026 -1.615 0.720 -0.27 0.06 -0.01
H 4.768 0.875 1.774 0.35 0.28 0.48
H -0.469 1.892 -0.991 -0.03 0.10 -0.04
H -0.970 0.762 -2.236 -0.02 0.07 -0.07
H 0.734 0.801 -1.720 0.04 0.00 0.01
H -3.370 -0.653 1.682 -0.20 0.03 0.01
H -1.657 -1.237 1.924 0.19 -0.05 0.07
```
Positions in Å, forces in eV/Å.


Record 5
# C15H22N2O4

C15H22N2O4 as an isolated structure (wB97M-V/def2-TZVPD, the OMol25 dataset).

Properties
LUMO level, eV: 0.34
Orbital gap, eV: 8.69
Energy above the lowest of the compared OMol25 structures with the same formula, charge and spin, kcal/mol: 251.3
HOMO level, eV: -8.355

```
43
Properties=species:S:1:pos:R:3:forces:R:3
C 1.011 -0.853 1.077 -1.63 0.42 3.76
C -0.574 -0.651 1.392 1.57 -4.63 3.17
C 1.346 0.075 0.060 3.09 3.10 -5.20
C 2.884 0.155 -0.177 0.47 0.64 -0.61
C 3.603 1.342 0.110 1.06 -1.02 -0.15
C 3.552 -0.950 -0.812 -0.36 1.72 2.13
C 5.014 1.257 -0.006 1.62 -0.62 1.86
C 4.968 -1.047 -0.679 -0.51 -1.64 -0.85
C 5.727 -0.031 -0.135 -3.61 2.29 -1.11
C -2.849 -0.288 0.566 1.23 -1.42 3.49
C -3.232 -1.433 -0.214 -2.36 -3.02 -1.73
C -3.696 0.978 0.394 -1.88 1.58 1.86
C -3.293 2.049 1.480 3.40 -0.41 1.22
C -3.543 1.508 -1.001 2.51 0.35 -1.27
C -3.430 0.339 -2.070 1.11 1.42 -3.87
H 0.358 -2.827 1.535 4.01 1.85 -2.65
H 1.361 -2.413 -0.441 -0.45 0.39 5.10
H 1.596 -0.634 2.048 -1.28 0.40 -1.07
H 1.003 1.183 0.214 0.17 -2.20 -0.28
H 1.138 -0.323 -1.056 -0.92 0.85 2.32
H 3.128 2.306 0.444 0.49 -1.25 -0.44
H 2.747 -1.630 -1.149 1.78 -0.39 -0.29
H 5.631 2.135 0.336 -0.65 -0.79 -0.55
H 5.609 -1.918 -0.983 -1.23 0.57 0.14
H 7.368 0.642 0.425 -0.32 -2.62 -0.96
H -0.964 -0.083 -0.323 0.82 1.11 -2.92
H -2.890 -0.725 1.640 -0.69 0.81 -1.20
H -4.844 0.857 0.603 2.20 -0.90 -0.42
H -2.155 2.363 1.181 -2.45 -0.66 0.91
H -3.839 3.061 1.448 0.38 -1.93 0.30
H -3.147 1.486 2.637 -0.86 2.01 -3.42
H -2.463 2.058 -0.987 -2.41 -1.07 -0.40
H -4.270 2.276 -1.337 0.27 -0.58 0.59
H -3.734 0.935 -3.168 1.36 -1.85 2.92
H -2.137 0.053 -2.118 -4.35 0.39 -0.26
H -4.184 -0.587 -2.094 2.05 2.43 0.37
H -2.327 -2.746 -1.477 0.11 1.32 1.97
N 1.456 -2.199 0.867 -4.59 -3.61 -2.50
N -1.400 -0.351 0.480 -1.43 5.18 -2.14
O -1.092 -1.247 2.337 1.24 -0.02 2.32
O 7.035 -0.263 0.047 1.24 3.46 1.33
O -4.410 -1.759 -0.363 2.95 -0.35 0.10
O -2.064 -2.101 -0.727 -3.13 -1.32 -1.58
```
Positions in Å, forces in eV/Å.


Record 6
# C22H29CeN3O3

C22H29CeN3O3 as an isolated structure (wB97M-V/def2-TZVPD, the OMol25 dataset).

Properties
LUMO level (spin up / spin down), eV: -7.75 / -7.75
Orbital gap (spin up / spin down), eV: 6.72 / 6.72
HOMO level (spin up / spin down), eV: -14.474 / -14.474
Total charge: +2

```
58
Properties=species:S:1:pos:R:3:forces:R:3
Ce -0.012 0.115 -0.114 -0.41 0.17 1.16
C -3.070 -1.362 0.860 -0.10 0.04 -0.09
N -2.488 -0.457 -0.151 0.24 0.08 0.05
C -3.029 0.912 0.031 -0.04 -0.10 0.10
C -2.543 1.538 1.352 0.01 0.00 0.06
C -1.728 2.800 1.151 0.15 0.05 -0.13
N -0.466 2.490 0.428 -0.03 -0.03 0.04
C 0.367 3.465 0.321 0.19 0.03 0.01
C 1.658 3.480 -0.337 -0.11 0.13 0.00
C 2.203 4.737 -0.626 0.15 0.01 -0.07
C 3.388 4.849 -1.332 -0.10 0.06 0.06
C 4.052 3.700 -1.737 0.02 -0.22 -0.01
C 3.550 2.436 -1.437 0.18 0.32 0.05
C 2.367 2.337 -0.734 -0.34 -0.67 0.23
O 1.875 1.095 -0.413 -0.40 0.25 0.03
C -2.730 -0.933 -1.535 -0.05 0.04 0.03
C -2.374 -2.395 -1.769 -0.10 -0.06 -0.07
C -0.898 -2.762 -1.643 0.11 -0.07 0.20
N -0.288 -2.278 -0.389 0.06 -0.07 -0.06
C 0.178 -3.139 0.444 0.11 -0.08 0.08
C 0.766 -2.886 1.746 -0.02 -0.21 -0.09
C 1.398 -3.967 2.376 0.06 0.04 0.16
C 1.989 -3.814 3.617 -0.05 -0.10 -0.15
C 1.937 -2.580 4.251 -0.04 0.19 0.05
C 1.301 -1.492 3.662 0.10 -0.32 0.16
C 0.723 -1.656 2.422 -0.42 0.80 -0.46
O 0.089 -0.582 1.827 0.52 -0.54 -0.42
H -4.126 -1.541 0.634 0.00 0.00 0.03
H -2.993 -0.913 1.845 0.00 -0.01 0.01
H -2.542 -2.309 0.881 0.00 0.00 0.01
H -4.122 0.875 -0.002 0.00 0.01 -0.07
H -2.716 1.517 -0.829 0.01 0.01 0.01
H -1.935 0.820 1.915 -0.02 0.03 -0.02
H -3.385 1.753 2.008 -0.03 0.06 -0.06
H -1.487 3.251 2.114 -0.03 -0.01 0.02
H -2.293 3.530 0.566 -0.01 0.01 0.02
H 0.083 4.422 0.765 -0.03 0.03 -0.10
H 1.678 5.628 -0.303 0.00 0.00 -0.01
H 3.797 5.823 -1.561 -0.01 0.00 0.01
H 4.984 3.778 -2.282 0.00 0.03 0.01
H 4.099 1.543 -1.702 -0.03 -0.03 -0.01
H -2.164 -0.283 -2.219 0.03 -0.02 0.00
H -3.785 -0.771 -1.782 -0.01 -0.05 -0.01
H -2.685 -2.642 -2.786 0.02 0.02 -0.01
H -2.981 -3.032 -1.125 0.03 0.01 0.04
H -0.336 -2.336 -2.473 -0.02 0.03 -0.01
H -0.788 -3.847 -1.697 -0.02 -0.01 -0.07
H 0.152 -4.194 0.157 -0.03 -0.01 0.03
H 1.426 -4.927 1.875 0.00 -0.01 0.01
H 2.480 -4.652 4.090 0.00 0.01 0.01
H 2.395 -2.455 5.224 0.00 -0.02 0.00
H 1.249 -0.535 4.162 -0.01 0.03 -0.03
C 1.318 -0.537 -3.639 -0.40 -0.04 0.08
O 0.696 -0.091 -2.392 0.52 0.10 -0.13
H 2.030 -1.328 -3.419 0.04 0.01 -0.04
H 1.800 0.318 -4.105 0.04 -0.03 -0.05
H 0.524 -0.905 -4.280 0.01 -0.01 -0.02
H 1.414 0.391 -1.914 0.26 0.12 -0.55
```
Positions in Å, forces in eV/Å.


Summary of max |F| in eV Å⁻¹
1.9 0.6 3.4 1.1 6.8 1.2
(order as listed above)